(1)
{"formula": "C21H49NO8S4", "method": "ωB97M-V/def2-TZVPD", "symbols": ["C", "C", "O", "C", "C", "C", "O", "C", "S", "C", "C", "C", "O", "C", "O", "C", "C", "C", "O", "N", "C", "C", "H", "H", "H", "H", "H", "H", "H", "H", "H", "H", "H", "H", "H", "H", "H", "H", "H", "H", "H", "H", "H", "H", "H", "H", "H", "H", "H", "H", "H", "H", "H", "C", "S", "O", "C", "H", "H", "H", "H", "H", "H", "C", "S", "O", "C", "H", "H", "H", "H", "H", "H", "C", "S", "O", "C", "H", "H", "H", "H", "H", "H"], "coordinates": [[-0.595117, 4.442652, 4.235926], [0.539658, 3.431145, 4.312830], [1.223873, 3.183885, 3.100299], [0.385643, 3.004574, 1.973767], [1.170997, 2.181024, 0.966007], [2.606370, 2.745437, 0.822947], [3.129631, 2.610829, -0.474813], [3.416657, 1.308232, -0.921406], [3.855852, 1.496421, -2.697584], [4.516001, 0.609975, -0.154021], [4.791680, -0.815632, -0.663340], [4.042073, -1.937419, 0.087776], [3.452401, -2.888437, -0.783303], [2.255796, -2.450702, -1.390356], [0.582902, 2.046063, -0.313449], [-0.609253, 2.703534, -0.670618], [-1.862676, 2.125746, -0.011330], [-1.827484, 0.605439, 0.051187], [-1.801277, 0.048544, 1.159716], [-1.803928, -0.163309, -1.143328], [-0.466401, -0.640253, -1.528109], [-2.551217, 0.369134, -2.280443], [-1.513046, 3.999612, 3.846961], [-0.315102, 5.304870, 3.631976], [-0.821783, 4.777936, 5.249581], [0.187419, 2.482377, 4.735598], [1.297748, 3.816699, 4.997723], [0.113316, 3.978912, 1.558568], [-0.511991, 2.456240, 2.266478], [1.254658, 1.172480, 1.386293], [3.228734, 2.276424, 1.586647], [2.612805, 3.818777, 1.019864], [2.500548, 0.711243, -0.939801], [4.169343, 2.789930, -2.606660], [4.254414, 0.534293, 0.910997], [5.427526, 1.208494, -0.198110], [5.859967, -1.005595, -0.586420], [4.522374, -0.919965, -1.713632], [4.751443, -2.513140, 0.679298], [3.289469, -1.517703, 0.758865], [2.338584, -2.497622, -2.478512], [2.007915, -1.430474, -1.093670], [1.421301, -3.091967, -1.092476], [-0.564541, 3.782285, -0.506427], [-0.690411, 2.567158, -1.750942], [-2.712405, 2.447266, -0.619465], [-2.026680, 2.509472, 0.990479], [0.150610, -0.784610, -0.645935], [0.019063, 0.039907, -2.229685], [-0.602545, -1.592746, -2.036308], [-2.245118, -0.160059, -3.181670], [-3.608602, 0.178274, -2.146233], [-2.402032, 1.437511, -2.460278], [-2.571882, -3.782103, -4.853844], [-0.898933, -3.297442, -4.419665], [-0.837954, -1.818807, -4.557350], [-0.105630, -3.980326, -5.879096], [-3.234020, -3.398936, -4.079066], [-2.835549, -3.344600, -5.816558], [-2.635754, -4.869686, -4.891361], [-0.540926, -3.529990, -6.770900], [-0.236181, -5.062364, -5.888594], [0.953180, -3.738578, -5.820914], [-7.549918, -2.423166, -1.106769], [-6.396310, -1.059011, -1.296019], [-5.201043, -1.604454, -1.988327], [-5.970022, -0.923184, 0.443539], [-7.894896, -2.701503, -2.099963], [-7.039632, -3.265922, -0.640820], [-8.396466, -2.101045, -0.500644], [-5.564470, -1.872343, 0.792634], [-6.858425, -0.647286, 1.011882], [-5.213508, -0.147146, 0.539743], [1.462465, -1.421429, 3.898830], [2.469951, 0.061103, 4.014459], [3.722437, -0.205853, 3.258432], [2.872963, -0.114659, 5.756077], [1.145430, -1.525005, 2.862803], [2.053343, -2.288350, 4.194739], [0.586229, -1.312306, 4.537727], [3.365605, -1.072913, 5.920253], [1.959202, -0.043853, 6.346237], [3.545550, 0.697997, 6.021077]], "forces_ev_per_a": [[-0.100, -0.244, 0.133], [0.170, 0.125, 0.238], [0.029, 0.198, -0.138], [0.059, -0.254, 0.273], [0.339, -0.075, 0.167], [-0.277, 0.148, 0.128], [0.329, 0.150, -0.010], [-0.095, 0.080, -0.321], [-0.124, -0.161, -0.113], [0.225, -0.354, 0.427], [-0.219, -0.071, 0.222], [0.242, 0.029, -0.217], [-0.017, -0.092, 0.016], [-0.026, -0.063, -0.004], [-0.125, -0.091, -0.077], [-0.105, -0.079, -0.140], [-0.505, -0.032, -0.305], [-0.051, -1.269, 1.441], [0.358, 0.941, -1.854], [0.245, 1.053, 0.425], [-0.497, -0.525, 0.135], [0.027, 0.022, -0.104], [0.048, 0.086, -0.164], [-0.004, 0.043, 0.033], [0.015, 0.085, -0.040], [-0.146, -0.051, -0.060], [0.077, -0.075, -0.075], [-0.109, 0.043, -0.056], [-0.056, 0.035, -0.011], [-0.078, -0.091, -0.075], [0.117, -0.011, -0.025], [-0.046, 0.009, -0.065], [-0.036, -0.087, 0.122], [0.051, 0.103, 0.127], [-0.057, 0.087, -0.132], [-0.062, 0.103, -0.146], [0.065, -0.047, -0.144], [0.123, 0.125, -0.140], [-0.078, 0.042, 0.196], [-0.096, 0.036, 0.122], [0.039, 0.097, -0.025], [0.100, 0.000, -0.116], [0.036, -0.042, 0.068], [0.039, 0.062, 0.105], [0.144, -0.055, 0.042], [-0.056, 0.031, 0.052], [0.002, -0.086, 0.040], [-0.125, 0.086, 0.055], [0.126, 0.145, 0.064], [0.217, -0.048, -0.002], [0.053, -0.069, 0.054], [-0.207, -0.003, 0.038], [0.137, 0.032, -0.050], [-0.076, -0.039, 0.008], [-0.029, -0.045, 0.003], [0.000, 0.095, -0.058], [0.008, -0.057, -0.055], [0.015, 0.022, 0.025], [0.038, 0.024, 0.000], [-0.002, -0.001, 0.015], [-0.017, 0.031, 0.026], [0.012, -0.005, 0.009], [0.007, 0.016, 0.028], [-0.057, -0.048, 0.044], [-0.060, 0.034, 0.052], [0.025, -0.096, -0.085], [0.002, -0.015, 0.069], [0.013, 0.022, -0.021], [0.035, 0.019, -0.010], [-0.008, 0.006, -0.007], [0.018, -0.008, -0.038], [0.003, 0.019, -0.004], [0.019, 0.001, -0.023], [0.009, -0.080, 0.001], [-0.183, 0.046, 0.051], [0.091, -0.025, -0.116], [0.013, -0.043, 0.074], [-0.017, 0.039, -0.015], [0.033, 0.018, -0.006], [-0.015, 0.016, -0.019], [0.008, -0.002, -0.031], [-0.004, 0.011, -0.002], [0.005, 0.022, -0.027]], "mulliken_charge": [-1.22, -0.18, -0.29, -1.21, 1.16, -0.87, -0.51, 1.35, -0.26, -0.03, -0.80, -0.31, -0.52, -0.06, -0.29, -0.89, -1.02, 0.40, -0.67, 0.31, -0.57, -0.63, 0.30, 0.30, 0.42, 0.19, 0.42, 0.28, 0.64, -0.37, 0.33, 0.41, -0.96, 0.13, -0.04, 0.27, 0.36, 0.41, 0.37, 0.19, 0.28, -0.34, 0.33, 0.41, 0.60, 0.60, 0.41, 0.20, 0.35, 0.11, 0.27, -0.05, 0.32, -0.94, 0.60, -0.59, -1.01, 0.21, 0.32, 0.40, 0.31, 0.38, 0.33, -0.99, 0.43, -0.53, -0.77, 0.33, 0.30, 0.38, 0.30, 0.41, 0.13, -1.12, 0.90, -0.73, -1.23, 0.21, 0.41, 0.45, 0.39, 0.37, 0.36], "total_energy_ev": -83777.8113, "gap_ha": 0.3285, "charge": 0, "lumo_ev": 0.5024}



(2)
{"formula": "C21H49O14S4", "method": "ωB97M-V/def2-TZVPD", "symbols": ["C", "C", "C", "C", "C", "C", "C", "O", "C", "C", "O", "H", "H", "H", "H", "H", "H", "H", "H", "H", "H", "H", "H", "H", "H", "H", "H", "H", "O", "S", "O", "O", "C", "C", "C", "H", "H", "H", "H", "H", "H", "H", "H", "O", "S", "O", "O", "C", "C", "C", "H", "H", "H", "H", "H", "H", "H", "H", "O", "S", "O", "O", "C", "C", "C", "H", "H", "H", "H", "H", "H", "H", "H", "O", "S", "O", "O", "C", "C", "C", "H", "H", "H", "H", "H", "H", "H", "H"], "coordinates": [[3.346457, 0.219358, 2.915763], [4.429193, 1.443183, 2.877926], [3.909275, 2.878863, 3.454551], [2.287669, 3.100432, 3.475890], [1.647445, 3.633621, 2.047038], [1.769223, 2.572306, 0.806611], [0.612157, 1.407155, 0.769671], [-0.537153, 1.653327, 1.652409], [-0.605780, 0.702025, 2.770759], [-0.949188, 1.325877, 4.268866], [-0.466901, -0.624593, 2.704627], [3.677086, -0.674093, 3.594643], [3.110587, -0.211635, 1.840556], [5.419927, 1.098592, 3.430540], [4.734560, 1.598470, 1.747382], [4.268967, 2.960343, 4.588532], [4.481845, 3.748069, 2.889346], [2.097909, 3.996118, 4.244322], [1.679174, 2.189377, 3.945035], [2.213406, 4.622403, 1.701059], [0.539040, 3.957672, 2.272496], [1.618700, 3.211315, -0.191524], [2.809227, 2.048536, 0.692328], [0.176255, 1.381545, -0.340149], [1.152210, 0.381137, 0.924145], [0.014278, 1.082183, 4.930267], [-1.914421, 0.884469, 4.759114], [-1.032801, 2.504778, 4.141961], [-5.217156, 0.532441, -1.963274], [-3.774275, 0.539495, -1.843053], [-2.995096, 1.746068, -2.008465], [-3.157089, -0.621593, -2.805786], [-3.476347, -0.598351, -4.190791], [-2.717853, 0.495631, -4.919048], [-3.331235, -0.195967, -0.288751], [-4.557003, -0.496350, -4.336229], [-3.185217, -1.569381, -4.605033], [-3.033347, 1.487188, -4.581355], [-2.891827, 0.438229, -5.997023], [-1.643190, 0.415646, -4.725908], [-3.884151, -1.128318, -0.163193], [-3.598063, 0.508101, 0.502012], [-2.254468, -0.374967, -0.276590], [5.437763, -0.726127, 0.538745], [5.847501, -2.114826, 0.532454], [7.061276, -2.561016, 1.178956], [5.836555, -2.663128, -1.002194], [6.613730, -1.977914, -1.975429], [8.093544, -2.272617, -1.814904], [4.503192, -3.105351, 1.136388], [6.417200, -0.901177, -1.938187], [6.285014, -2.332146, -2.958139], [8.476552, -1.870348, -0.872438], [8.669977, -1.824478, -2.628838], [8.273748, -3.352413, -1.801946], [3.583052, -2.806199, 0.631800], [4.416005, -2.930737, 2.210689], [4.727549, -4.157231, 0.949765], [1.854514, -4.637545, 6.062278], [0.954598, -5.276853, 5.125343], [1.161308, -5.213546, 3.695810], [-0.572127, -4.813376, 5.457301], [-0.874518, -3.424447, 5.469222], [-0.941709, -2.856852, 4.063594], [0.777833, -6.983323, 5.583333], [-0.152016, -2.877290, 6.084025], [-1.854179, -3.311918, 5.945513], [0.038149, -2.886982, 3.578076], [-1.275124, -1.815624, 4.080035], [-1.627803, -3.441849, 3.442583], [0.584855, -7.048250, 6.655388], [1.711732, -7.493312, 5.338469], [-0.042854, -7.419714, 5.010925], [-5.243660, 1.724532, -7.358517], [-6.372061, 2.221656, -6.599578], [-7.708079, 2.268336, -7.150192], [-5.999615, 3.689393, -5.997139], [-5.598815, 4.713308, -6.898063], [-6.779195, 5.263649, -7.676713], [-6.441760, 1.352923, -5.052488], [-4.814232, 4.350513, -7.570508], [-5.162312, 5.518346, -6.297537], [-7.200460, 4.505759, -8.343719], [-6.477142, 6.117679, -8.289078], [-7.578843, 5.576224, -6.997405], [-5.446910, 1.339226, -4.604331], [-6.775588, 0.333554, -5.256596], [-7.158669, 1.852790, -4.398432]], "forces_ev_per_a": [[0.688, -0.217, -0.311], [0.021, -1.360, -0.998], [0.240, -0.210, 1.021], [-0.275, 1.325, 0.458], [0.668, -0.102, 0.419], [-0.922, 0.712, -0.813], [1.343, -0.554, -2.356], [1.136, -2.895, 2.837], [0.209, -4.864, 0.469], [0.980, 0.970, -1.027], [-0.692, 8.702, -0.925], [-0.291, 1.502, -1.178], [0.684, 0.803, 1.861], [-1.816, 1.044, -0.947], [-0.403, -0.118, 2.099], [-0.804, -0.150, -2.244], [-1.401, -1.509, 1.025], [0.380, -1.629, -1.561], [1.792, 1.729, -1.497], [-1.049, -2.090, 0.857], [2.014, -0.817, -0.766], [0.284, -1.271, 2.061], [-1.971, 1.047, 0.689], [0.719, 0.120, 2.378], [-1.404, 1.901, 0.345], [-2.187, 0.430, -1.551], [1.880, 0.670, -1.208], [0.101, -2.562, 0.436], [0.818, 0.314, -0.402], [0.715, -0.388, 0.422], [-1.017, -0.731, -0.163], [-0.352, 0.395, 1.081], [-0.005, 0.181, -1.009], [0.048, 0.317, -0.053], [0.055, -0.159, -0.140], [0.132, -0.085, 0.190], [-0.036, 0.047, 0.404], [0.051, -0.100, -0.053], [-0.033, -0.072, 0.100], [-0.175, -0.056, -0.023], [0.069, 0.139, -0.101], [0.035, 0.030, -0.224], [-0.123, 0.083, 0.005], [1.112, -1.354, -0.401], [-0.854, 0.578, 0.440], [-0.487, 0.492, -0.518], [-0.329, -0.158, 0.603], [0.592, 0.383, -0.440], [0.302, 0.033, 0.267], [0.015, -0.170, -0.194], [-0.052, -0.104, 0.157], [-0.229, -0.084, 0.297], [-0.082, -0.046, -0.138], [-0.116, -0.042, -0.021], [-0.060, 0.137, -0.072], [0.178, 0.056, 0.110], [0.073, 0.245, -0.166], [0.053, 0.145, -0.041], [-0.666, -0.395, -0.983], [-0.487, 0.453, 0.062], [0.121, 0.016, 1.173], [1.115, -1.420, 0.107], [-0.250, 1.326, -0.442], [0.059, -0.253, 0.195], [-0.195, -0.046, 0.072], [0.052, -0.182, -0.072], [0.169, -0.404, 0.083], [-0.211, 0.185, 0.130], [0.116, -0.467, 0.143], [-0.029, 0.011, 0.137], [0.014, 0.079, -0.164], [-0.063, 0.223, -0.019], [0.112, 0.127, 0.062], [-0.980, 0.519, 0.154], [0.095, 0.177, 0.595], [1.063, -0.067, -0.031], [-0.235, -1.268, 0.145], [0.136, 0.783, -0.755], [-0.295, -0.132, -0.232], [0.061, 0.253, 0.039], [-0.097, -0.123, 0.113], [-0.056, -0.389, 0.180], [0.077, 0.110, 0.084], [0.053, -0.044, 0.130], [0.171, 0.012, -0.061], [-0.243, 0.156, -0.075], [0.025, 0.169, -0.142], [0.145, -0.046, -0.116]], "mulliken_charge": [0.05, -0.56, -0.48, -0.18, -0.64, -0.13, -0.14, -0.33, 0.75, -1.12, -0.53, 0.02, -0.55, 0.28, 0.02, 0.31, 0.21, 0.29, -0.26, 0.35, 0.20, 0.35, -0.07, 0.17, 0.12, 0.29, 0.37, 0.29, -0.68, 1.26, -0.59, -0.32, -0.21, -0.97, -1.01, 0.21, 0.31, 0.27, 0.36, 0.33, 0.41, 0.40, 0.27, -0.53, 1.10, -0.65, -0.29, -0.31, -0.99, -0.95, 0.29, 0.27, 0.29, 0.39, 0.25, 0.29, 0.36, 0.38, -0.65, 1.20, -0.58, -0.25, -0.45, -0.59, -0.93, 0.32, 0.28, 0.31, 0.18, 0.21, 0.31, 0.36, 0.30, -0.62, 1.17, -0.63, -0.23, -0.35, -0.99, -0.60, 0.32, 0.27, 0.30, 0.39, 0.26, -0.20, 0.46, 0.39], "total_energy_ev": -94569.4701, "gap_ha": 0.1211, "charge": -1, "lumo_ev": 1.9722}